7 unconnected molecules or ions with the total composition C31H76ClN3O12PS3 in a non-equilibrium geometry. Source: the Open Molecules 2025 dataset; level of theory: wB97M-V/def2-TZVPD.

Structure (XYZ):
```
127
Properties=species:S:1:pos:R:3:forces:R:3
C -0.337 3.509 1.354 -0.567 -0.020 -1.681
C -0.827 3.347 -0.161 0.552 -0.107 1.742
S -0.973 1.529 -0.475 -0.268 0.200 -0.583
C 0.703 0.775 -0.414 0.750 0.142 0.536
C 0.962 -0.167 0.840 -0.619 -0.065 -1.531
C -0.320 -0.820 1.439 -0.065 -0.936 0.612
C -0.898 -0.087 2.684 0.357 0.716 -0.391
P -2.379 -0.951 3.452 -0.342 -1.444 -0.128
S -2.400 -2.848 3.042 0.002 0.284 0.000
N 0.236 -0.050 3.697 0.721 1.438 -1.841
C 1.228 0.757 3.101 0.618 0.110 0.560
N 1.639 1.804 3.805 -0.026 -0.326 -0.161
Cl 2.812 2.914 3.284 -0.355 -0.392 0.320
N 1.820 0.580 1.826 -1.732 -1.773 1.646
S 3.414 -0.104 1.935 0.689 0.229 0.432
H -0.063 4.576 1.502 -0.049 -0.793 0.345
H 0.515 2.805 1.476 -0.386 0.786 0.256
H -1.213 3.199 1.976 0.890 0.377 -0.186
H -1.854 3.784 -0.176 0.743 -0.584 -0.569
H -0.168 3.877 -0.880 -0.478 -0.465 0.385
H 0.916 0.165 -1.327 -0.591 0.609 0.632
H 1.474 1.579 -0.382 -0.543 -0.482 -0.141
H 1.587 -1.007 0.454 -0.530 0.735 0.382
H -0.020 -1.842 1.791 -0.419 0.816 -0.159
H -1.105 -1.013 0.667 0.736 0.407 0.506
H -1.121 0.989 2.449 -0.277 -0.997 -0.005
H -3.580 -0.279 3.045 0.841 0.197 0.212
H -2.309 -0.764 4.879 0.144 0.605 -0.728
H -0.086 0.337 4.586 0.234 -0.110 -0.145
H 1.215 1.975 4.713 0.393 0.192 -0.172
H 3.230 -1.316 2.566 -0.456 0.614 -0.304
C -6.228 -8.354 2.623 0.139 -0.108 -0.073
O -5.596 -7.412 1.766 -0.179 0.067 0.218
C -6.345 -6.211 1.630 0.474 -0.013 -0.182
C -5.747 -5.092 2.466 -0.505 -0.006 0.155
O -5.898 -5.346 3.858 0.267 -0.100 -0.107
C -4.696 -5.800 4.460 -0.111 0.015 0.071
H -5.519 -9.160 2.820 -0.022 0.030 -0.103
H -6.519 -7.904 3.574 -0.048 0.034 -0.023
H -7.107 -8.777 2.127 -0.058 -0.030 0.101
H -7.395 -6.373 1.891 0.031 0.030 0.074
H -6.299 -5.925 0.575 -0.040 0.052 -0.011
H -6.290 -4.165 2.252 0.021 0.012 -0.059
H -4.695 -4.934 2.209 -0.002 -0.077 -0.011
H -3.977 -4.977 4.523 0.110 -0.045 -0.003
H -4.257 -6.632 3.904 0.016 0.025 -0.019
H -4.929 -6.139 5.469 -0.077 0.055 -0.043
C -2.983 6.888 -2.632 0.035 0.028 0.179
O -1.819 6.085 -2.497 -0.157 -0.006 -0.187
C -1.575 5.290 -3.654 0.405 0.052 0.313
C -0.458 5.877 -4.500 -0.344 -0.037 -0.420
O -0.847 7.106 -5.096 0.060 -0.022 0.357
C -0.292 8.228 -4.425 0.031 0.096 -0.139
H -3.004 7.593 -1.801 0.052 -0.076 -0.005
H -2.977 7.450 -3.568 -0.011 -0.038 -0.022
H -3.879 6.261 -2.582 -0.061 0.055 -0.081
H -2.488 5.168 -4.245 0.039 0.066 -0.025
H -1.266 4.300 -3.302 -0.008 -0.059 -0.054
H -0.235 5.185 -5.317 0.027 -0.061 0.043
H 0.454 6.003 -3.906 -0.038 0.018 0.049
H 0.784 8.282 -4.618 0.040 0.029 0.112
H -0.472 8.181 -3.348 0.028 -0.015 0.000
H -0.765 9.128 -4.818 -0.023 -0.095 -0.065
C -0.927 -5.348 -3.443 -0.131 -0.142 -0.020
O -1.414 -5.790 -2.184 0.213 0.290 -0.044
C -0.534 -5.470 -1.115 -0.476 -0.173 0.077
C -1.042 -4.276 -0.324 0.477 0.061 -0.089
O -0.980 -3.075 -1.092 -0.192 0.010 0.037
C -2.252 -2.683 -1.589 0.092 0.097 -0.042
H -1.728 -5.465 -4.173 0.009 -0.054 0.088
H -0.630 -4.297 -3.414 0.046 0.001 0.008
H -0.078 -5.965 -3.754 0.055 0.081 -0.052
H 0.480 -5.289 -1.484 -0.022 0.072 0.003
H -0.504 -6.341 -0.455 0.040 0.025 0.055
H -0.392 -4.129 0.546 -0.034 -0.065 0.056
H -2.058 -4.454 0.041 0.011 -0.023 -0.066
H -2.879 -2.318 -0.769 -0.118 -0.052 -0.017
H -2.755 -3.507 -2.099 -0.012 -0.002 0.056
H -2.101 -1.872 -2.303 0.069 -0.016 0.053
C 4.575 7.727 -5.282 -0.138 0.075 -0.071
O 3.605 7.248 -4.360 0.267 -0.049 0.049
C 4.074 6.143 -3.600 -0.435 0.246 0.116
C 4.460 6.565 -2.192 0.448 -0.245 -0.126
O 5.616 7.392 -2.193 -0.266 0.172 -0.018
C 5.296 8.764 -2.005 0.139 -0.019 0.013
H 4.215 8.671 -5.689 -0.061 -0.074 0.044
H 5.539 7.899 -4.799 0.013 -0.042 0.002
H 4.694 7.015 -6.104 0.101 0.016 -0.011
H 4.911 5.650 -4.102 0.042 0.046 0.060
H 3.248 5.427 -3.537 0.016 -0.072 0.027
H 4.714 5.668 -1.616 -0.054 -0.048 0.004
H 3.623 7.062 -1.691 -0.025 0.030 -0.087
H 4.975 8.933 -0.972 -0.070 0.095 -0.008
H 4.514 9.094 -2.693 -0.020 -0.024 0.033
H 6.195 9.352 -2.192 0.019 -0.106 0.025
C -4.979 -14.224 -0.518 0.156 -0.029 -0.091
O -4.221 -13.082 -0.886 -0.254 -0.036 0.186
C -4.967 -11.875 -0.781 0.516 0.047 -0.058
C -4.588 -11.098 0.468 -0.554 0.018 0.015
O -5.007 -11.777 1.648 0.281 -0.078 -0.046
C -3.936 -12.435 2.306 -0.142 0.004 0.041
H -4.297 -15.072 -0.449 0.017 0.081 -0.055
H -5.468 -14.088 0.449 -0.045 0.017 -0.014
H -5.729 -14.440 -1.286 -0.083 -0.040 0.068
H -6.042 -12.077 -0.801 0.014 0.004 0.085
H -4.720 -11.271 -1.659 -0.038 0.052 0.004
H -5.108 -10.135 0.454 0.050 0.036 -0.049
H -3.512 -10.900 0.492 -0.002 -0.079 -0.038
H -3.274 -11.699 2.772 0.105 -0.047 -0.002
H -3.365 -13.061 1.617 0.026 0.038 -0.003
H -4.358 -13.069 3.086 -0.054 0.074 -0.027
C 7.117 7.250 3.618 0.074 -0.180 0.012
O 7.347 6.429 2.485 -0.118 0.271 0.092
C 6.993 7.074 1.264 0.354 -0.434 -0.137
C 8.227 7.570 0.526 -0.337 0.492 -0.022
O 8.850 8.640 1.226 0.070 -0.294 0.144
C 10.016 8.229 1.924 -0.027 0.137 -0.019
H 7.575 6.768 4.482 -0.021 -0.040 -0.078
H 7.560 8.241 3.495 -0.047 0.023 -0.015
H 6.041 7.346 3.801 -0.013 0.123 0.041
H 6.289 7.892 1.444 0.092 0.056 0.009
H 6.489 6.326 0.644 -0.007 0.041 -0.079
H 7.920 7.963 -0.447 -0.041 -0.095 -0.024
H 8.933 6.752 0.351 -0.053 -0.036 0.084
H 10.821 8.013 1.216 0.055 -0.075 0.054
H 9.825 7.350 2.545 0.017 -0.023 -0.035
H 10.330 9.050 2.569 -0.052 0.025 -0.082
```
Forces are in eV/Å.

- net charge = +1
- Kohn-Sham gap (eV) = 6.02
- F_max (eV Å⁻¹) = 3.0
- spin multiplicity = 1
- HOMO (eV) = -10.161
- E (eV) = -116720.1633

A molecular structure, C31H76N5Na3O13 in a non-equilibrium geometry. Source: the Open Molecules 2025 dataset; level of theory: wB97M-V/def2-TZVPD.

Structure (XYZ):
```
128
Properties=species:S:1:pos:R:3:forces:R:3
Na 11.350 -20.272 -21.129 0.027 0.054 0.806
Na 10.569 -24.761 -23.673 -0.571 -0.090 0.303
Na 14.480 -25.566 -23.146 0.595 -0.128 0.529
O 12.521 -24.699 -17.604 -0.042 0.271 -0.702
C 12.093 -23.884 -18.570 -2.207 2.367 -2.986
O 11.472 -22.821 -18.202 1.129 -1.160 0.053
O 12.170 -24.160 -19.809 0.949 -0.776 -0.381
H 12.081 -24.096 -17.000 0.164 -0.348 2.425
C 11.585 -22.788 -13.140 -2.268 1.047 0.924
O 12.382 -21.775 -12.632 1.557 0.382 0.829
C 13.737 -22.022 -12.888 0.675 -0.419 0.385
C 14.596 -20.827 -12.485 -0.180 -0.918 -1.443
N 14.204 -19.739 -13.322 -1.070 0.801 -1.350
C 14.806 -18.493 -12.918 -0.552 -0.142 1.702
C 16.282 -18.475 -13.268 -0.350 1.940 0.904
O 16.831 -17.226 -12.669 -0.067 -2.218 -1.253
C 16.474 -16.054 -13.330 -0.039 1.397 0.592
H 11.737 -23.829 -12.856 1.038 -0.040 -0.225
H 11.423 -22.585 -14.198 -0.118 -0.624 -0.219
H 10.714 -22.522 -12.539 -1.027 -0.509 -0.796
H 13.769 -22.316 -13.937 0.751 0.326 -0.373
H 14.073 -22.883 -12.311 0.012 -0.292 0.174
H 15.627 -21.002 -12.790 0.147 -0.644 0.751
H 14.484 -20.654 -11.414 0.145 0.127 0.269
H 13.194 -19.727 -13.324 -0.129 0.461 -0.086
H 14.538 -18.402 -11.866 1.309 -0.208 1.044
H 14.330 -17.533 -13.118 -0.275 -0.366 -1.729
H 16.330 -18.526 -14.356 0.326 0.489 -0.239
H 16.860 -19.328 -12.913 -0.036 0.358 0.436
H 16.875 -15.258 -12.701 0.192 0.097 -0.061
H 15.411 -15.817 -13.360 -0.350 -0.438 -0.026
H 16.861 -15.870 -14.332 0.311 -0.610 -0.240
C 17.163 -20.399 -19.490 -0.188 -0.117 -0.615
O 16.882 -19.460 -20.505 0.652 2.638 0.763
C 17.271 -18.039 -20.180 -1.946 -0.685 -1.193
C 17.233 -17.269 -21.516 1.506 -0.163 0.141
N 18.179 -17.827 -22.452 -0.202 -0.633 -1.340
C 19.578 -17.610 -22.084 -2.417 0.076 0.498
C 20.443 -18.193 -23.124 1.382 -0.888 -0.358
O 20.344 -17.665 -24.449 1.861 0.590 0.324
C 21.670 -17.356 -25.042 -1.367 -0.293 -0.476
H 17.099 -20.019 -18.470 -0.169 0.117 0.009
H 18.149 -20.838 -19.648 0.177 -0.064 0.130
H 16.403 -21.159 -19.672 0.114 -0.343 0.515
H 18.141 -17.933 -19.532 0.381 -0.387 -0.522
H 16.464 -17.543 -19.641 -0.276 -0.443 0.573
H 17.535 -16.229 -21.400 -0.268 0.488 0.897
H 16.228 -17.227 -21.938 -0.032 -0.454 0.076
H 18.113 -17.353 -23.341 -0.559 -0.040 -0.300
H 19.669 -18.196 -21.170 0.808 0.259 0.168
H 19.643 -16.537 -21.899 0.994 0.239 0.193
H 20.220 -19.259 -23.160 -0.194 -0.192 -0.127
H 21.453 -18.152 -22.717 0.401 0.247 -0.380
H 22.213 -18.219 -25.427 -0.269 -0.609 0.458
H 22.364 -16.814 -24.399 -0.456 0.207 0.254
H 21.444 -16.808 -25.957 -0.032 0.407 0.311
C 13.584 -30.183 -12.045 0.382 -0.312 -1.273
O 13.786 -29.027 -12.857 0.576 0.499 0.101
C 15.106 -28.915 -13.406 0.373 -0.818 -0.121
C 15.348 -29.551 -14.830 -1.478 0.348 0.594
N 14.973 -30.951 -15.040 0.211 -0.590 -0.001
C 14.731 -31.362 -16.467 -1.021 1.094 2.241
C 14.218 -32.821 -16.515 2.124 -0.586 -1.383
O 15.304 -33.711 -16.842 0.406 -0.141 -0.061
C 15.458 -34.021 -18.208 -0.923 0.499 -0.685
H 14.361 -30.338 -11.296 0.068 0.250 0.100
H 13.649 -30.991 -12.774 -0.260 -0.721 0.695
H 12.599 -30.178 -11.578 0.104 0.323 -0.164
H 15.875 -29.273 -12.720 -0.182 -0.535 0.364
H 15.346 -27.853 -13.454 -0.315 0.110 -0.436
H 16.397 -29.399 -15.083 0.015 0.098 -0.105
H 14.693 -28.942 -15.453 0.191 0.416 -0.607
H 14.175 -31.200 -14.472 -0.046 0.104 -0.185
H 15.627 -30.994 -16.966 0.189 -1.199 -0.557
H 13.933 -30.753 -16.892 -0.390 0.424 -0.095
H 13.472 -32.986 -17.292 -0.343 0.431 -0.024
H 13.816 -33.218 -15.584 0.062 0.577 0.213
H 14.536 -34.426 -18.625 -0.133 -1.241 0.344
H 16.350 -34.609 -18.425 -0.306 -0.288 0.554
H 15.491 -33.209 -18.935 0.692 1.260 0.490
C 5.704 -22.319 -18.083 -0.746 1.568 -0.051
O 5.582 -20.861 -18.018 0.682 -0.535 -1.272
C 5.339 -20.160 -19.324 0.525 -1.165 1.944
C 6.065 -20.769 -20.541 0.426 -0.273 -0.032
N 6.474 -19.771 -21.507 -1.043 2.015 -0.529
C 5.457 -18.774 -21.989 -0.036 -1.062 -0.123
C 4.211 -19.396 -22.649 -0.012 0.760 -0.503
O 3.333 -19.972 -21.742 0.141 0.391 1.965
C 2.353 -20.793 -22.314 1.035 -0.595 -0.483
H 4.697 -22.704 -18.247 0.077 -0.407 -0.406
H 6.032 -22.723 -17.125 0.126 0.512 0.066
H 6.426 -22.609 -18.847 -0.165 -0.202 -0.056
H 5.666 -19.146 -19.099 0.305 -0.066 -0.253
H 4.256 -20.102 -19.433 0.070 -0.285 -0.504
H 5.518 -21.618 -20.951 -0.756 0.146 -0.227
H 7.044 -21.224 -20.390 0.040 -0.185 1.392
H 6.926 -20.194 -22.306 -0.228 -0.112 -0.093
H 5.969 -18.152 -22.723 -0.076 -0.039 -0.148
H 5.149 -18.085 -21.203 0.101 -0.279 0.280
H 4.534 -20.090 -23.425 0.178 -0.620 -0.067
H 3.629 -18.657 -23.200 0.223 0.609 -0.214
H 1.728 -20.242 -23.017 -0.121 -0.122 -0.119
H 1.758 -21.332 -21.577 0.069 0.536 0.245
H 2.993 -21.536 -22.792 -0.739 -0.605 -0.853
C 11.369 -14.364 -27.747 0.844 1.022 -0.472
O 11.989 -14.911 -26.538 -1.599 0.134 -1.968
C 12.260 -13.833 -25.662 -0.146 -1.355 1.184
C 12.844 -14.474 -24.350 0.717 -0.712 -0.959
N 11.931 -15.249 -23.511 -0.898 2.151 -0.704
C 11.104 -14.313 -22.694 0.452 -2.868 0.362
C 10.340 -15.117 -21.602 1.253 -0.003 -0.668
O 11.284 -15.837 -20.745 -0.791 -0.273 0.184
C 10.593 -16.571 -19.673 0.435 1.484 -1.497
H 11.079 -14.928 -28.633 -0.085 -1.786 0.991
H 12.090 -13.762 -28.300 0.537 0.642 0.541
H 10.514 -13.706 -27.593 -0.059 -0.047 0.758
H 11.348 -13.307 -25.380 -0.271 0.188 -0.233
H 12.913 -13.146 -26.201 0.412 0.229 0.545
H 13.357 -13.694 -23.787 -0.096 0.268 0.248
H 13.638 -15.147 -24.674 0.097 -0.041 -0.143
H 12.179 -16.174 -23.189 0.223 0.763 0.274
H 10.387 -13.852 -23.372 -0.170 0.165 0.264
H 11.745 -13.554 -22.246 -0.042 0.146 0.192
H 9.751 -15.899 -22.081 -0.430 0.167 -0.175
H 9.697 -14.383 -21.116 -0.037 -0.326 0.711
H 10.250 -15.768 -19.021 -0.317 -0.651 0.544
H 11.257 -17.283 -19.182 0.377 0.457 0.043
H 9.772 -17.147 -20.097 -0.423 0.112 0.009
```
Forces are in eV/Å.

- net charge = +2
- energy above the lowest of the compared OMol25 structures with the same formula, charge and spin (kJ/mol) = 846.2
- Kohn-Sham gap (eV) = 1.68
- F_max (eV Å⁻¹) = 4.4
- spin multiplicity = 1
- HOMO (eV) = -10.961
- E (eV) = -80668.5663